The following is a quantum chemistry calculation of 3 unconnected molecules or ions with the total composition C27H64FN8O7P3S2, from OMol25.

Calculated values
- Total charge: 0
- HOMO-LUMO gap: 8.3853 eV
- SMILES string: [H]/N=C(\C)C[C@]1([PH2]=S)[C@@H](C[C@H](C)F)[C@@H](NCCC)[C@@H](CC(=O)O)OS1(=O)=O.CN(C)P(=O)(N(C)C)N(C)C.CN(C)P(=O)(N(C)C)N(C)C
- HOMO energy: -8.2 eV

```
112
C27H64FN8O7P3S2 (ωB97M-V/def2-TZVPD)
C -2.1068 -1.6709 3.8518
C -3.0291 -0.9051 2.8685
C -2.2911 -0.4705 1.5901
N -2.4593 0.9741 1.2953
C -1.2808 1.5262 0.6547
C -1.5321 2.7480 -0.2108
C -2.8035 2.7768 -1.0472
C -2.6641 1.9318 -2.2997
O -2.1774 0.8362 -2.3100
O -3.1409 2.4970 -3.4499
O -1.4689 3.9942 0.5437
S 0.0469 4.4074 0.6951
O 0.1172 5.3872 1.7400
O 0.6000 4.8305 -0.5555
C 0.8633 2.8809 1.3074
C 1.7581 2.3216 0.1417
C 3.2078 2.7754 0.0374
C 3.5510 4.1068 -0.6029
N 4.0963 1.9783 0.4560
P 1.9553 3.4164 2.7216
S 2.8969 1.9857 3.6343
C -0.1503 1.7673 1.7257
C -0.6667 1.8803 3.1748
C -1.5491 3.0606 3.5987
C -1.3490 3.3320 5.0871
F -2.9045 2.7830 3.4431
H -1.1177 -1.8540 3.4275
H -1.9445 -1.0881 4.7589
H -2.5212 -2.6406 4.1197
H -3.8267 -1.5891 2.5827
H -3.4174 -0.0300 3.3849
H -2.6884 -1.0240 0.7322
H -1.2353 -0.7360 1.6506
H -3.2509 1.0192 0.6703
H -0.8897 0.7717 -0.0434
H -0.7095 2.7834 -0.9285
H -3.7043 2.4839 -0.5085
H -2.9664 3.8074 -1.3651
H -2.7554 3.3734 -3.5628
H 1.3143 2.5687 -0.8233
H 1.7955 1.2359 0.1941
H 2.8348 4.3142 -1.3958
H 3.5406 4.9293 0.1096
H 4.5173 4.0042 -1.0957
H 5.0159 2.3991 0.3138
H 1.0689 4.0491 3.5908
H 2.7865 4.4254 2.2265
H 0.4277 0.8443 1.6999
H -1.2308 0.9839 3.4280
H 0.1823 1.8791 3.8581
H -1.3164 3.9919 3.0849
H -1.5278 2.4406 5.6846
H -0.3253 3.6841 5.2329
H -1.9909 4.1619 5.3786
O 6.8290 2.0641 -3.0031
P 7.5291 0.7835 -3.2888
N 6.7310 -0.3857 -2.3303
C 7.0922 -0.6569 -0.9512
C 5.2890 -0.3640 -2.5350
N 9.1383 1.1806 -2.8170
C 9.8938 0.4478 -1.8242
C 9.4700 2.5998 -2.8011
N 8.0155 -0.2725 -4.4808
C 7.7017 -1.6925 -4.5651
C 8.9169 0.2147 -5.5180
H 6.4902 -1.4908 -0.5859
H 6.9394 0.1999 -0.2815
H 8.1233 -0.9893 -0.8678
H 5.0488 -0.4233 -3.6009
H 4.8363 0.5503 -2.1354
H 4.8234 -1.2252 -2.0533
H 9.5333 0.6200 -0.8029
H 10.9414 0.7565 -1.8617
H 9.8858 -0.6247 -2.0332
H 9.1597 3.1002 -1.8751
H 8.9968 3.1195 -3.6301
H 10.5514 2.7141 -2.9131
H 8.2694 -2.2644 -3.8283
H 7.9626 -2.0599 -5.5588
H 6.6432 -1.8981 -4.4271
H 9.9349 -0.1476 -5.3477
H 8.9474 1.3026 -5.5334
H 8.5885 -0.1135 -6.5066
O -5.2512 -3.6697 1.6927
P -6.2507 -3.8375 0.5891
N -7.4641 -2.7548 1.2190
C -8.4352 -3.1609 2.2116
C -6.9420 -1.4228 1.4726
N -6.5778 -5.5132 0.6817
C -7.8608 -6.0656 1.0543
C -5.4743 -6.3510 1.1382
N -6.8958 -3.6837 -0.9544
C -7.9926 -2.8233 -1.3807
C -6.3841 -4.5553 -2.0108
H -9.1317 -2.3372 2.3857
H -7.9865 -3.4463 3.1747
H -9.0510 -3.9841 1.8551
H -6.4218 -1.0420 0.5862
H -6.2366 -1.3934 2.3114
H -7.7646 -0.7362 1.6851
H -8.0793 -5.9418 2.1215
H -7.8736 -7.1356 0.8337
H -8.6683 -5.6239 0.4662
H -5.3907 -6.3824 2.2312
H -4.5254 -5.9935 0.7450
H -5.6208 -7.3693 0.7695
H -8.9495 -3.2101 -1.0261
H -8.0171 -2.7897 -2.4719
H -7.8829 -1.7974 -1.0425
H -7.0999 -5.3522 -2.2320
H -5.4453 -5.0205 -1.7179
H -6.1931 -3.9922 -2.9269
```

---

The following is a quantum chemistry calculation of a molecular structure, C27H65N7O10PtTi, from OMol25.

Calculated values
- Total charge: +3
- HOMO-LUMO gap (spin up / spin down): 6.0109 / 4.9786 eV
- Spin multiplicity: 6
- HOMO energy (spin up / spin down): -15.3 / -15.3 eV

```
111
C27H65N7O10PtTi (ωB97M-V/def2-TZVPD)
Pt -1.2107 2.0460 -1.1409
Ti 1.8972 1.1785 0.1177
C 4.4399 -1.6568 -0.5661
C 3.1195 -2.1353 -1.2374
N 3.1279 -3.1164 -2.4004
C 3.4006 -4.5326 -1.8832
C 1.6933 -3.1902 -2.9736
C 0.6150 -3.5319 -1.9201
C 4.0053 -2.6620 -3.5614
C 4.0736 -3.6031 -4.7519
O 4.8221 -4.7397 -4.4139
C 5.1574 -5.5694 -5.5095
H 5.0140 -1.1281 -1.3315
H 5.1494 -2.3847 -0.1807
H 4.1767 -0.8888 0.1665
H 2.5786 -1.2591 -1.6017
H 2.5282 -2.7002 -0.5215
H 3.0095 -4.6899 -0.8845
H 4.4879 -4.4684 -1.9273
H 3.0055 -5.2790 -2.5635
H 1.6754 -3.8439 -3.8387
H 1.3587 -2.2216 -3.3525
H -0.3199 -3.8108 -2.4127
H 0.3732 -2.6473 -1.3341
H 0.8629 -4.4101 -1.3262
H 5.0115 -2.6203 -3.1428
H 3.5819 -1.6906 -3.8055
H 4.5653 -3.0332 -5.5502
H 3.1058 -3.8443 -5.1990
H 5.8545 -4.9708 -6.1110
H 4.3085 -5.9002 -6.1100
H 5.7519 -6.4249 -5.1973
C -3.7157 3.9837 3.2061
C -2.4047 3.4055 2.7236
N -1.3429 3.2823 3.8256
C -0.0795 2.8143 3.0783
C -1.0498 4.6469 4.4871
C -0.6442 5.7512 3.5365
C -1.7584 2.2654 4.8964
C -0.9047 2.1869 6.1425
O 0.4380 1.8421 5.8280
C 1.3735 1.8964 6.8843
H -4.3116 4.4362 2.4096
H -3.7744 4.7470 3.9833
H -4.3906 3.2088 3.5789
H -1.9272 3.9552 1.9133
H -2.5449 2.4162 2.2836
H -0.3085 1.9032 2.5258
H 0.7286 2.8202 3.8037
H 0.0578 3.5826 2.3155
H -0.2246 4.4534 5.1716
H -1.9561 4.7863 5.0713
H -0.6119 6.6696 4.1232
H -1.3144 5.8755 2.6876
H 0.3672 5.6370 3.1470
H -1.7932 1.3094 4.3731
H -2.7647 2.5707 5.1785
H -1.1251 1.4170 6.8875
H -0.9020 3.1665 6.6317
H 1.0764 1.1706 7.6502
H 1.3945 2.8283 7.4589
H 2.3889 1.6541 6.5874
C -0.3308 -0.2891 0.0589
O -1.2105 0.5209 0.4965
O 0.5642 -0.7560 0.8123
O -0.0698 0.1813 -1.1096
O 0.6452 -1.7095 5.5924
C 0.8219 -1.5375 4.3945
N 0.8095 -0.3242 3.8234
C 1.0740 -2.7062 3.4792
H 0.5324 0.4262 4.4436
H 0.9585 -0.1881 2.8486
H 0.2933 -2.6469 2.7112
H 0.7562 -3.6341 3.9517
H 2.0636 -2.7610 3.0336
O -2.0080 -2.7877 -4.8105
C -2.2233 -1.5993 -4.6141
N -1.4319 -1.0397 -3.6523
C -3.2560 -0.7301 -5.2920
H -0.6882 -1.5821 -3.2565
H -1.4879 -0.1010 -3.3013
H -2.8620 -0.3389 -6.2237
H -3.6431 -0.0560 -4.5290
H -4.0580 -1.4493 -5.4666
O 3.4584 1.1159 -1.6695
C 3.0734 1.1013 -2.8618
N 1.8741 0.7056 -3.3121
C 4.0469 1.6306 -3.9014
H 1.0769 0.6103 -2.6991
H 1.7861 0.6916 -4.3155
H 4.9445 1.0202 -3.7640
H 4.2509 2.6804 -3.7178
H 3.7745 1.3688 -4.9233
O -5.7622 -1.7935 0.2564
C -4.6277 -1.4811 -0.0427
N -3.7500 -0.9748 0.8514
C -4.1736 -1.5032 -1.5056
H -4.1033 -0.8782 1.7910
H -2.9891 -0.4094 0.5249
H -5.0672 -1.7594 -2.0719
H -3.3085 -2.0945 -1.7937
H -3.9667 -0.4617 -1.7843
O -3.3387 2.1160 -0.7303
C -4.4351 2.6817 -0.5092
N -4.5159 4.0162 -0.5708
C -5.6938 1.8843 -0.2671
H -3.6318 4.4974 -0.5670
H -5.3661 4.4507 -0.8959
H -5.7374 1.4351 0.7232
H -5.7637 0.9979 -0.9037
H -6.5004 2.5066 -0.6555
```

---

The following is a quantum chemistry calculation of 4 unconnected molecules or ions with the total composition C27H65O7P4, from OMol25.

Calculated values
- Total charge: +1
- HOMO-LUMO gap: 9.1809 eV
- HOMO energy: -12.3 eV

```
103
C27H65O7P4 (ωB97M-V/def2-TZVPD)
C 0.0565 2.7335 5.7844
C -1.2963 2.6366 5.0982
O -1.4293 1.2900 4.5633
P -2.7676 0.5395 4.9729
O -2.7573 0.2404 6.4123
C -2.6869 -1.0315 4.0485
C -1.2310 -1.5539 4.2000
P -0.2674 -1.5576 2.6763
C 1.3169 -2.3371 3.0778
C 2.0391 -1.3183 3.9875
C 3.3039 -1.8254 4.7085
O 3.2978 -0.9429 3.5959
P 0.2803 0.3861 1.8963
P -1.5493 1.1450 0.9680
O -2.6066 1.5275 1.8931
O -1.0511 2.3834 0.0916
O -1.9419 0.0081 -0.0737
O -4.0227 1.3923 4.5438
C -5.2971 0.7429 4.7813
C -5.8219 0.0678 3.5046
H 0.4410 3.7463 5.8024
H 0.7444 2.1120 5.2085
H -0.0024 2.2845 6.7725
H -2.1192 2.9120 5.7491
H -1.2911 3.3023 4.2372
H -3.3253 -1.7053 4.6087
H -3.0101 -0.9201 3.0164
H -1.2850 -2.6013 4.5086
H -0.7175 -1.0470 5.0126
H -0.9201 -2.2357 1.6398
H 1.1802 -3.2409 3.6652
H 1.9487 -2.4444 2.2008
H 1.4184 -0.6022 4.5192
H 3.2468 -2.8817 4.5032
H 3.1983 -1.3664 5.6792
H 0.5877 1.2131 2.9838
H -0.0989 2.2722 -0.0453
H -2.4918 0.4337 -0.7498
H -5.2114 0.0237 5.5932
H -5.9858 1.5045 5.1276
H -5.1639 0.3594 2.6898
H -5.7885 -1.0118 3.6273
H -6.8398 0.3787 3.3034
C 1.8224 5.0388 -1.2709
C 0.3554 5.3754 -1.5289
C -0.2542 4.5636 -2.6694
C 0.3894 4.7819 -4.0387
C 0.3826 6.2267 -4.5340
C -1.0206 6.7944 -4.7286
H 2.4481 5.2639 -2.1346
H 2.2075 5.6169 -0.4299
H 1.9452 3.9777 -1.0309
H 0.2538 6.4455 -1.7214
H -0.2148 5.1759 -0.6166
H -1.3231 4.7861 -2.7286
H -0.1846 3.4971 -2.4223
H -0.1317 4.1545 -4.7690
H 1.4221 4.4205 -4.0186
H 0.9118 6.2643 -5.4892
H 0.9456 6.8660 -3.8485
H -1.5862 6.1952 -5.4449
H -0.9718 7.8139 -5.1116
H -1.5797 6.8241 -3.7920
C 3.1611 1.5964 -9.9469
C 2.5286 0.6435 -8.9364
C 1.3353 1.2466 -8.1972
C 1.6582 2.4761 -7.3468
C 2.7261 2.2574 -6.2766
C 2.3297 1.2191 -5.2307
H 3.5611 2.4900 -9.4656
H 3.9858 1.1097 -10.4687
H 2.4308 1.9096 -10.6952
H 3.2873 0.3079 -8.2239
H 2.1899 -0.2517 -9.4638
H 0.8823 0.4748 -7.5680
H 0.5686 1.5232 -8.9273
H 0.7359 2.8150 -6.8628
H 1.9731 3.2974 -7.9959
H 2.9090 3.2096 -5.7710
H 3.6744 1.9706 -6.7377
H 1.4050 1.5119 -4.7260
H 3.1091 1.1212 -4.4725
H 2.1802 0.2341 -5.6748
C -1.2583 -5.4866 1.9999
C -1.3459 -6.8368 2.7015
C -0.2886 -7.0175 3.7895
C 1.1595 -6.9791 3.2962
C 1.5043 -8.0130 2.2252
C 1.3470 -9.4534 2.7031
H -0.3037 -5.3603 1.4838
H -2.0497 -5.3846 1.2560
H -1.3713 -4.6716 2.7271
H -1.2763 -7.6367 1.9617
H -2.3329 -6.9317 3.1596
H -0.4735 -7.9607 4.3072
H -0.4191 -6.2334 4.5448
H 1.8209 -7.1250 4.1555
H 1.3897 -5.9794 2.9075
H 2.5406 -7.8565 1.9165
H 0.8936 -7.8533 1.3321
H 1.9828 -9.6475 3.5687
H 1.6331 -10.1505 1.9159
H 0.3163 -9.6790 2.9799
```

---

The following is a quantum chemistry calculation of a molecular structure, C27H66O21P4, from OMol25.

Calculated values
- Total charge: 0
- HOMO-LUMO gap: 7.7757 eV
- HOMO energy: -7.4 eV

```
118
C27H66O21P4 (ωB97M-V/def2-TZVPD)
C -0.2775 0.3775 -0.3589
C -1.3335 -0.2575 -1.1759
O -2.4565 0.2495 -1.2269
C -1.1625 -1.6885 -1.6719
H 0.7875 0.1035 -0.7969
H -0.2295 0.0265 0.7931
H -0.5055 1.3825 -0.3189
H -1.8055 -1.9975 -2.5229
H -1.3795 -2.2185 -0.7829
H -0.2555 -1.8555 -2.1959
C 1.5045 -0.6915 -4.7159
C 1.0295 -2.0845 -4.1659
O 0.7775 -2.1215 -3.0339
C 0.9855 -3.3185 -5.1469
H 1.7415 0.0315 -3.9449
H 0.6775 -0.5815 -5.4589
H 2.5795 -0.7785 -5.1789
H 1.1475 -4.2695 -4.5079
H 1.9055 -3.3095 -5.8299
H -0.1045 -3.3765 -5.4549
C -0.0395 1.2075 4.3711
C -0.5595 1.9345 3.1381
O -1.4845 1.3075 2.5151
C -0.0195 3.3245 2.7261
H -0.3505 0.1265 4.3351
H -0.3935 1.7145 5.3301
H 1.1175 1.3555 4.2271
H -0.3835 3.5385 1.8571
H 0.9495 3.2405 2.7261
H -0.4775 3.9135 3.3781
C 0.2255 -1.1155 1.1691
C 0.9935 -1.6735 2.3081
O 2.1995 -1.5655 2.3161
C 0.2965 -2.5455 3.3211
H -0.7135 -0.6365 1.4471
H -0.0825 -1.8675 0.7391
H 0.8945 -0.4215 0.4991
H -0.0175 -3.4345 2.8541
H -0.4405 -1.8215 3.7721
H 0.8385 -2.9455 4.1871
C -4.1605 -2.1465 0.7791
C -3.1485 -1.6355 1.7321
O -2.3165 -2.4185 2.2261
C -3.0875 -0.1995 2.0501
H -5.0405 -2.3445 1.2971
H -3.6525 -3.1855 0.7011
H -4.0565 -1.5255 -0.0599
H -2.1935 0.2425 2.2991
H -3.7375 -0.0665 2.7791
H -3.5845 0.5135 1.4371
C 3.5135 -4.5275 4.0901
O 2.4755 -4.9945 3.2501
P 2.6385 -5.3715 1.7601
O 4.0505 -5.0665 1.4081
O 2.3685 -6.9795 1.5961
C 2.4035 -7.5325 0.3201
O 1.6595 -4.6345 0.8501
C 2.0845 -4.0465 -0.4659
H 4.0555 -3.6585 3.4741
H 4.3975 -5.0285 4.1661
H 3.1375 -4.3555 5.0481
H 2.2325 -8.6375 0.3931
H 3.0875 -7.1645 -0.2659
H 1.4975 -7.0355 -0.1869
H 2.5565 -3.1185 -0.2609
H 1.1395 -3.7485 -1.0059
H 2.7505 -4.6065 -0.9429
C 3.6735 -0.2985 -1.0959
O 3.6065 1.0195 -1.6519
P 4.7255 1.5525 -2.6069
O 6.0625 0.9375 -2.3749
O 4.3215 1.0965 -3.9879
C 3.6915 2.0585 -4.9749
O 4.7915 3.2155 -2.6999
C 6.0775 3.8685 -2.5769
H 3.4515 -1.0025 -1.8409
H 3.0305 -0.5525 -0.3969
H 4.6655 -0.3655 -0.6309
H 4.0725 2.9395 -5.2789
H 2.7535 2.2635 -4.6569
H 3.6155 1.5815 -6.0669
H 5.6895 4.9425 -2.6309
H 6.7095 3.4465 -3.1949
H 6.6125 3.5945 -1.7519
C 0.5665 1.5785 -1.6849
O -0.5665 2.1265 -2.0629
P -1.1015 2.1745 -3.5109
O 0.0305 2.4555 -4.5209
O -1.7785 0.6915 -3.7689
C -2.7355 0.4175 -4.7479
O -2.4285 3.1775 -3.7099
C -3.1395 3.6165 -2.5379
H 0.4805 0.3715 -1.7369
H 0.6975 2.0655 -0.7139
H 1.4715 1.7905 -2.3619
H -2.5485 0.4485 -5.7089
H -3.5065 1.3125 -4.6329
H -3.2175 -0.4125 -4.4449
H -2.5185 4.0285 -1.5669
H -3.7195 2.7715 -2.0189
H -3.9785 4.2465 -2.6239
C -3.3275 3.4335 0.8201
O -2.7545 3.2405 2.0861
P -3.4315 3.7775 3.4481
O -3.5845 5.2335 3.3911
O -4.7935 3.0515 3.4931
C -5.7985 3.7065 4.2071
O -2.4425 3.3885 4.7891
C -2.7895 3.6565 6.1321
H -3.2885 4.5445 0.5391
H -4.5005 2.8905 0.9711
H -2.7015 2.8015 0.1101
H -6.3175 4.4195 3.6581
H -5.7175 4.0495 5.3161
H -6.7525 3.1845 4.4991
H -3.6405 3.2435 6.4651
H -3.0955 4.7655 6.3581
H -1.8735 3.4695 6.5011
```

---

Table of largest force on an atom (eV/A), in record order: 5.606, 5.405, 3.911, 10.530